ORCA calculation (ωB97M-V with the def2-TZVPD basis set) on a molecular structure, C4H7NO2.

Structure (XYZ):
```
14
Properties=species:S:1:pos:R:3:forces:R:3:mulliken_charge:R:1
C 1.118 -1.288 -0.108 0.009 -0.081 -0.031 -1.256
C 0.403 -0.008 -0.573 0.089 -0.124 0.632 1.133
C 0.838 1.275 0.311 0.239 0.099 -0.184 -0.648
O 0.193 0.164 -1.826 0.016 0.040 -0.282 -0.828
C -0.918 0.278 0.254 -0.366 0.123 -0.004 0.273
O -0.510 1.303 0.948 -0.178 -0.181 -0.020 -0.380
N -2.188 -0.043 0.176 0.229 0.079 0.043 -0.361
H 2.123 -1.313 -0.546 -0.210 0.075 0.076 0.336
H 1.202 -1.359 0.987 -0.027 0.006 -0.222 0.339
H 0.566 -2.154 -0.489 0.105 0.104 0.073 0.312
H 0.940 2.162 -0.312 -0.004 -0.075 0.058 0.307
H 1.602 1.205 1.089 -0.128 -0.054 -0.137 0.273
H -2.913 0.559 0.546 0.134 -0.062 0.001 0.258
H -2.456 -0.782 -0.456 0.090 0.052 -0.001 0.241
```
Forces are in eV/Å.

## Properties
F_max ... 0.7 eV/Å
Gap between HOMO and LUMO ... 8.4140 eV
Spin multiplicity ... 1



ORCA calculation (ωB97M-V with the def2-TZVPD basis set) on 2 unconnected molecules or ions with the total composition C11H14Cl2O2S in a non-equilibrium geometry.

Structure (XYZ):
```
30
Properties=species:S:1:pos:R:3:forces:R:3:mulliken_charge:R:1
C -1.944 -0.660 -1.294 0.475 -0.078 -0.850 -1.488
C -0.603 0.113 -1.258 -0.787 -0.434 0.669 0.651
C 0.387 -0.722 -0.412 -0.172 -0.359 -1.032 -1.258
C -0.866 1.566 -0.725 0.026 -0.538 -0.050 -1.242
C -0.415 1.721 0.712 -0.550 0.093 -1.082 0.482
C 0.683 2.406 0.957 0.368 0.121 0.958 -0.222
C 1.179 2.537 2.365 -0.967 -1.193 -0.688 -0.044
O 2.024 3.323 2.655 1.343 1.164 0.513 -0.536
C 0.591 1.623 3.391 1.092 0.497 0.474 -0.396
C -0.510 0.942 3.173 -1.370 -0.527 -0.763 0.217
S -1.216 -0.114 4.402 0.073 0.003 0.048 -0.264
C -1.185 1.088 1.823 1.279 0.108 0.706 0.560
O -2.293 0.680 1.682 -1.719 -0.535 -0.528 -0.552
H -2.356 -0.848 -0.300 0.004 0.252 -0.139 0.259
H -2.643 -0.100 -1.925 -0.147 -0.144 0.321 0.418
H -1.793 -1.629 -1.791 -0.025 0.116 0.175 0.384
H -0.234 0.157 -2.289 0.011 0.231 0.183 0.396
H -0.171 -1.188 0.409 0.414 0.260 0.212 0.349
H 0.731 -1.550 -1.058 -0.105 0.245 0.352 0.225
H 1.283 -0.186 -0.091 -0.206 -0.037 0.161 0.315
H -0.320 2.262 -1.371 0.071 0.049 0.396 0.362
H -1.925 1.827 -0.836 0.112 -0.206 0.106 0.380
H 1.211 2.864 0.128 0.216 0.200 0.374 0.392
H 1.092 1.546 4.353 0.100 0.329 -0.173 0.426
H -2.445 -0.379 3.904 0.460 0.359 -0.331 0.181
Cl 0.914 -3.970 -4.049 0.010 -0.055 0.024 -0.146
C 2.443 -3.556 -3.265 0.047 -0.081 0.045 -0.283
Cl 2.702 -1.808 -3.229 0.085 0.015 0.001 -0.140
H 2.425 -3.926 -2.246 -0.082 0.073 -0.012 0.256
H 3.255 -4.018 -3.815 -0.053 0.072 -0.069 0.316
```
Forces are in eV/Å.

## Properties
F_max ... 1.9 eV/Å
Gap between HOMO and LUMO ... 8.1853 eV
Spin multiplicity ... 1



ORCA calculation (ωB97M-V with the def2-TZVPD basis set) on a molecular structure, C3H9N3O in a non-equilibrium geometry.

Structure (XYZ):
```
16
Properties=species:S:1:pos:R:3:forces:R:3:mulliken_charge:R:1
C -1.358 -1.074 2.655 0.425 -0.695 -0.112 -0.673
C 1.574 0.327 -2.736 -0.874 1.352 0.446 -0.698
N -0.920 0.123 1.989 0.750 -0.392 -1.042 -0.321
N 0.978 -0.423 -1.664 0.171 0.186 1.859 -0.421
C 0.313 0.544 -0.151 1.243 -1.354 -4.662 0.639
O -0.066 -0.517 0.380 -2.409 0.021 3.804 -0.377
N 0.360 1.767 -0.141 0.031 0.490 -0.437 -0.557
H -1.748 0.565 1.583 0.126 -0.173 -0.516 0.292
H 0.299 -1.071 -2.060 -0.469 0.402 0.778 0.187
H -0.152 2.290 0.557 0.251 -0.208 0.393 0.255
H -0.495 -1.557 3.116 -0.085 -0.053 -0.105 0.263
H -1.870 -1.788 1.993 0.023 0.166 0.168 0.282
H -2.042 -0.808 3.475 0.029 0.242 -0.271 0.338
H 2.018 -0.351 -3.481 0.161 0.173 0.426 0.273
H 0.832 0.958 -3.256 0.246 0.000 -0.175 0.258
H 2.277 1.014 -2.259 0.381 -0.156 -0.554 0.257
```
Forces are in eV/Å.

## Properties
F_max ... 5.0 eV/Å
Gap between HOMO and LUMO (spin up / spin down) ... 7.1592 / 6.4397 eV
Spin multiplicity ... 1



ORCA calculation (ωB97M-V with the def2-TZVPD basis set) on a molecular structure, C24H36BN5O9Pb2 in a non-equilibrium geometry.

Structure (XYZ):
```
77
Properties=species:S:1:pos:R:3:forces:R:3:mulliken_charge:R:1
Pb -13.471 27.616 -22.672 -0.899 -0.917 -1.261 0.959
Pb -16.040 24.547 -23.239 1.816 1.795 -1.522 1.252
O -13.874 23.852 -24.403 0.444 0.327 0.522 -0.579
C -12.639 23.855 -24.356 -0.444 0.799 0.563 0.827
O -11.885 22.854 -24.127 -1.037 -0.042 -0.015 0.210
B -10.466 23.248 -24.237 3.243 -3.137 -0.682 0.433
O -10.438 24.673 -24.260 -2.992 2.844 -0.182 -0.312
C -11.698 25.144 -24.464 1.308 0.205 -0.154 0.248
O -12.061 26.308 -24.692 0.501 -2.195 1.261 -0.769
O -9.927 22.752 -25.528 -1.776 0.902 -0.536 -0.801
C -8.968 21.871 -25.448 1.848 -0.068 -1.271 0.378
O -8.340 21.470 -26.406 -0.882 -0.050 1.674 -0.602
C -8.674 21.701 -23.941 2.165 -1.233 3.025 0.562
O -9.589 22.532 -23.281 0.214 -0.202 -0.580 0.182
O -7.785 21.047 -23.358 -3.881 2.567 -2.367 -0.522
O -15.205 26.690 -24.274 0.704 -1.001 2.034 -0.882
H -14.466 26.330 -24.803 -0.532 -0.033 -0.501 0.421
C -5.172 24.035 -28.354 -1.770 1.345 1.161 -1.152
C -6.561 24.655 -27.866 1.358 0.085 -1.397 -0.148
C -7.180 25.647 -28.916 -0.268 -0.943 0.139 -0.418
C -6.294 26.602 -29.617 0.877 0.895 0.233 0.167
N -5.589 27.403 -30.078 -1.135 -1.346 0.577 -0.404
H -4.793 23.364 -27.583 0.021 -0.096 -0.212 0.266
H -4.502 24.891 -28.445 0.310 -0.357 -0.430 0.402
H -5.377 23.514 -29.289 0.431 0.053 0.013 0.319
H -6.503 25.265 -26.964 0.410 -0.556 0.309 0.320
H -7.236 23.807 -27.747 -0.319 0.320 0.235 0.071
H -7.950 26.172 -28.350 -0.004 0.447 -0.352 0.281
H -7.712 25.055 -29.660 0.072 0.105 -0.245 0.300
C -5.384 20.194 -24.996 -1.670 1.036 0.108 -0.837
C -4.476 19.116 -25.404 1.539 -0.042 -0.663 -0.416
C -3.145 19.413 -24.641 -1.691 -0.076 0.151 -0.434
C -2.042 18.574 -24.981 2.999 -2.071 -0.706 0.154
N -1.121 17.902 -25.245 -2.154 1.491 0.537 -0.429
H -6.394 20.135 -25.402 0.047 -0.350 -0.084 0.186
H -5.025 21.151 -25.375 0.187 0.212 0.339 0.199
H -5.512 20.219 -23.914 0.121 0.232 0.009 0.288
H -4.231 19.237 -26.459 -0.158 -0.298 -0.195 0.281
H -4.922 18.130 -25.271 0.448 -0.096 0.296 0.357
H -3.381 19.340 -23.579 0.320 -0.080 0.154 0.333
H -2.913 20.461 -24.833 0.227 -0.041 -0.045 0.295
C -12.641 21.012 -27.711 0.835 0.996 -0.502 -1.269
C -13.596 22.067 -27.184 -0.731 -0.355 -0.078 0.715
C -13.990 23.205 -28.136 1.334 0.122 -0.743 -0.570
C -14.771 24.264 -27.549 -2.167 1.673 1.415 0.224
N -15.355 25.130 -27.024 1.194 -1.820 -0.823 -0.530
H -11.705 21.554 -27.849 0.547 -0.505 0.269 0.215
H -12.815 20.593 -28.702 -0.678 -0.090 0.164 0.392
H -12.568 20.228 -26.957 0.314 -0.008 -0.275 0.218
H -13.108 22.534 -26.328 -0.240 -0.257 0.017 -0.677
H -14.466 21.506 -26.844 -0.404 0.502 0.203 0.415
H -14.306 22.915 -29.137 -0.708 -0.278 0.267 0.498
H -13.112 23.792 -28.405 0.748 -0.240 0.014 0.279
C -13.932 20.068 -23.353 -0.972 -1.510 0.573 -1.069
C -12.708 19.321 -23.839 1.285 1.637 -0.710 0.142
C -11.444 19.725 -23.028 0.808 0.192 -0.529 0.633
C -11.432 19.543 -21.586 -0.362 -0.433 -0.617 -0.020
N -11.398 19.456 -20.449 -0.057 -0.002 0.897 -0.541
H -13.946 21.124 -23.623 0.233 -0.074 0.019 -0.045
H -14.082 19.931 -22.282 0.116 0.290 0.182 0.469
H -14.794 19.561 -23.787 -0.279 0.327 -0.202 0.393
H -12.599 19.736 -24.841 0.684 0.193 -0.186 -0.330
H -12.754 18.269 -24.124 -0.415 -0.207 1.119 0.513
H -11.146 20.771 -23.100 -0.914 0.393 -0.309 -0.595
H -10.499 19.339 -23.410 -0.152 -0.908 -0.122 0.514
C -8.604 22.855 -19.998 -1.260 -0.117 -0.151 -0.772
C -9.992 23.271 -19.341 2.853 -0.562 0.420 -0.209
C -9.692 24.006 -17.927 -0.449 -0.868 -1.533 -0.515
C -9.065 25.319 -18.097 -0.515 1.199 -0.583 0.240
N -8.587 26.351 -18.322 -0.432 -1.098 0.298 -0.432
H -8.745 22.306 -20.929 -0.341 0.341 -0.200 -0.117
H -8.058 22.103 -19.427 0.085 0.493 0.594 0.389
H -8.016 23.744 -20.227 0.215 -0.138 0.216 0.368
H -10.554 22.348 -19.199 -0.121 0.146 0.412 0.316
H -10.533 23.865 -20.077 -0.065 0.458 0.407 0.161
H -8.952 23.497 -17.310 -0.209 -0.763 -0.237 0.270
H -10.650 23.954 -17.408 0.222 0.842 0.375 0.341
```
Forces are in eV/Å.

## Properties
F_max ... 5.2 eV/Å
Net charge ... +1
Gap between HOMO and LUMO (spin up / spin down) ... 4.8257 / 5.1225 eV
Spin multiplicity ... 2



Respective electronic energy values: -9844.130; -51608.105; -9769.034; -62514.454 eV.